1.
Here is a structure of composition C23H13Br2F6N3OY in a non-equilibrium geometry from the OMol25 dataset. Energies are from ωB97M-V/def2-TZVPD.

The geometry in XYZ format:
```
49
C23H13Br2F6N3OY | the OMol25 dataset | ωB97M-V/def2-TZVPD
C 3.205 2.287 1.115
F 2.551 -1.181 -0.001
C 2.773 -0.170 0.883
C -1.845 -3.409 0.638
C -4.252 2.311 1.581
C -5.200 2.897 2.398
C 1.291 -3.507 -3.391
C -5.795 4.273 4.340
F 4.593 -0.023 -1.415
C -0.228 -2.863 -1.497
C -1.124 1.333 0.206
N 0.990 -1.219 -2.796
H 3.197 -1.466 -5.316
O 2.179 1.290 -0.844
Br -2.766 -5.875 -0.377
C 2.184 -3.129 -4.382
C 1.870 -0.876 -3.746
C -2.495 3.282 2.914
F 4.817 2.117 -1.199
C 2.491 -1.793 -4.566
H 2.208 2.476 1.506
C -1.766 -4.308 -0.409
Br 2.991 -4.423 -5.445
H -2.474 -3.592 1.498
F 5.498 0.790 0.383
Y 0.449 0.298 -0.983
H -3.138 4.478 4.577
N -6.599 4.729 5.024
H 2.095 0.179 -3.847
C 3.159 1.127 0.139
H 3.884 2.092 1.944
F 3.609 -0.578 1.806
H 3.545 3.178 0.592
H -1.180 -1.480 1.311
N -0.317 -1.968 -0.497
C -1.114 -2.240 0.542
C 0.707 -2.523 -2.618
H -0.909 -4.720 -2.335
H -1.441 3.429 3.108
C -2.891 2.496 1.831
C 4.541 0.989 -0.534
C -1.922 1.869 0.965
C -0.953 -4.036 -1.501
H -4.559 1.705 0.739
H 1.088 -4.553 -3.211
C -3.440 3.869 3.735
H -6.256 2.755 2.208
C -4.793 3.674 3.477
F 1.539 0.010 1.451
```

HOMO-LUMO gap in Ha: 0.25747
E_LUMO in Eh: -0.15387
Energy relative to the best compared isomer or geometry (same formula, charge and spin) in kcal per mole: 7.6
Multiplicity: 1
Net charge: +1

Atom-resolved charges from Löwdin, all expressed in e: 0.037, 0.113, -0.552, -0.065, -0.021, -0.016, -0.036, -0.169, 0.158, -0.196, -0.175, -0.005, 0.121, -0.289, 0.870, -0.667, -0.088, -0.018, 0.173, -0.067, 0.100, -0.669, 0.875, 0.120, 0.173, 1.538, 0.125, 0.168, 0.129, -0.424, 0.110, 0.228, 0.108, 0.119, 0.000, -0.083, -0.195, 0.116, 0.119, -0.253, -0.565, -0.134, -0.041, 0.119, 0.117, -0.015, 0.125, -0.219, 0.099

---

2.
Here is a structure of composition C23H14BrN3O5Tl from the OMol25 dataset. Energies are from ωB97M-V/def2-TZVPD.

The geometry in XYZ format:
```
47
C23H14BrN3O5Tl | the OMol25 dataset | ωB97M-V/def2-TZVPD
Tl 0.022 -0.257 0.161
H 1.286 -4.262 1.659
O -3.707 -0.444 -1.524
C -4.636 -1.272 2.968
Br 6.269 -4.045 1.610
O -0.402 0.790 1.904
C 1.935 -2.485 0.681
H -2.777 3.364 -2.531
C -2.630 -0.069 2.348
C 3.127 2.053 -1.958
H -5.285 -1.663 3.737
H 4.114 1.662 -1.761
C -4.122 -0.929 0.682
C -1.381 0.657 2.790
C 3.058 -0.471 -0.418
C 3.421 -4.146 1.630
C 3.068 -1.724 0.282
C -1.604 1.838 -1.580
C 0.620 3.143 -2.532
O 0.657 -2.199 0.440
C 2.013 1.411 -1.480
C -1.780 3.003 -2.337
H 3.559 -5.082 2.152
C 3.018 3.235 -2.717
H -0.764 4.558 -3.383
C -2.978 -0.237 1.021
C 0.722 1.962 -1.772
C -3.490 -0.576 3.324
O -5.328 -1.782 -1.070
H 5.219 -1.645 0.257
H -3.233 -0.421 4.361
C 1.796 3.774 -3.001
C 2.154 -3.693 1.361
H -5.847 -2.013 1.330
C 4.361 -2.220 0.571
N -0.412 1.344 -1.317
H -2.458 0.235 0.189
C -4.964 -1.471 1.632
H 4.041 -0.095 -0.706
N -4.425 -1.058 -0.751
H -2.459 1.298 -1.190
N 2.010 0.212 -0.738
H 3.920 3.708 -3.077
C 4.540 -3.406 1.233
O -1.284 1.093 3.903
H 1.708 4.679 -3.583
C -0.671 3.650 -2.802
```

HOMO-LUMO gap in Ha: 0.24903
E_LUMO in Eh: -0.16651
Energy relative to the best compared isomer or geometry (same formula, charge and spin) in kcal per mole: 0.0
Multiplicity: 1
Net charge: +1

Atom-resolved charges from Löwdin, all expressed in e: 1.293, 0.132, 0.046, -0.015, 0.789, -0.134, -0.307, 0.127, -0.108, 0.023, 0.121, 0.117, -0.123, -0.548, -0.021, -0.075, -0.123, -0.066, -0.127, -0.165, -0.176, 0.009, 0.116, -0.031, 0.136, 0.003, -0.127, 0.028, 0.138, 0.113, 0.133, 0.001, 0.015, 0.130, -0.071, 0.026, 0.052, 0.033, 0.134, -0.335, 0.087, 0.006, 0.121, -0.686, 0.139, 0.127, 0.044